Molecular formula: C6H17N2
Method: DFT, ωB97M-V/def2-TZVPD

Properties
2S+1: 1
lowest unoccupied orbital energy: -8.369 eV
ΔE to the lowest compared entry with this formula, charge and spin: 6.1982 eV
total charge: +1
electronic energy: -9465.8362 eV

```
25
Properties=species:S:1:pos:R:3:forces:R:3
C 1.856162 -0.374026 -0.937899 0.0 -1.0 0.1
N 0.550581 -0.790528 -0.589770 0.5 1.8 -0.8
C -0.439647 0.154972 -0.830493 -0.9 2.8 1.9
C -1.813996 -0.102857 -0.166525 0.8 -2.0 0.6
C -1.676042 -0.587081 1.308382 0.2 -0.6 -1.2
C -2.844993 0.965407 -0.401399 -0.3 1.0 -1.5
C 2.342315 0.868233 -0.074326 1.7 0.2 1.9
N 2.206659 0.642712 1.377110 -1.5 -0.9 -1.2
H 1.887229 0.030284 -1.960783 -0.2 0.1 0.0
H 2.558545 -1.217831 -0.859964 -0.4 0.4 0.2
H 1.249453 0.346048 1.571876 0.3 0.1 0.4
H -0.153974 1.281675 -0.577531 0.4 -1.8 -0.8
H -0.692783 0.216380 -1.902587 0.6 0.0 -0.4
H -1.977558 -0.988491 -0.787667 -1.4 -0.3 0.5
H -1.428151 0.222799 1.987579 0.2 0.1 0.1
H -0.908324 -1.395113 1.294186 -0.4 0.6 0.5
H -2.618975 -1.036883 1.637118 0.2 0.2 -0.1
H -2.639692 1.967858 0.011073 0.5 -0.4 0.1
H -2.911617 1.110600 -1.505554 -0.2 0.1 0.6
H -3.867176 0.757116 -0.061105 0.4 -0.5 0.0
H 3.441462 0.886056 -0.174535 -0.5 0.2 -0.8
H 1.929322 1.802521 -0.465805 -0.4 -0.3 -0.1
H -0.272306 -5.354016 0.345175 0.2 0.4 0.1
H 2.385488 1.455472 1.944522 0.4 0.3 -0.1
H 0.056284 -4.700451 0.533191 -0.2 -0.4 -0.1
```
Positions in Å, forces in eV/Å.